Record 1
ORCA calculation (ωB97M-V/def2-TZVPD) on a 6-piece molecular cluster, C18H47NO6 overall.

largest force on an atom	3.91	eV/A
ΔE to the lowest compared entry with this formula, charge and spin	134.6	kJ/mol
gap between HOMO and LUMO	8.73	eV

Last column: Mulliken charge in e.
Positions of all 72 atoms, in Å:
C: -0.589 -2.707 2.045  -1.690
C: 0.796 -2.928 2.541  1.635
C: 1.778 -2.008 1.847  -1.260
C: 1.799 -0.505 2.315  -0.643
C: 1.922 -0.457 3.802  -1.258
C: 0.864 -1.335 4.550  1.600
N: 0.930 -2.696 4.007  0.261
O: 0.178 -3.592 4.790  -0.497
C: 1.294 -1.378 6.003  -2.128
C: -0.496 -0.576 4.528  -1.607
C: 1.259 -4.356 2.070  -1.876
H: -0.914 -1.668 2.096  0.264
H: -1.287 -3.265 2.668  0.350
H: -0.697 -3.148 1.054  0.466
H: 2.821 -2.327 1.839  0.425
H: 1.485 -1.931 0.800  0.374
H: 0.884 0.033 2.070  0.310
H: 2.592 0.047 1.810  0.412
H: 1.711 0.518 4.241  0.493
H: 2.906 -0.760 4.160  0.356
H: 2.219 -1.897 6.254  0.441
H: 1.361 -0.378 6.431  0.388
H: 0.608 -1.983 6.597  0.489
H: -0.948 -0.378 3.556  0.321
H: -1.268 -1.129 5.064  0.352
H: -0.344 0.419 4.945  0.439
H: 1.092 -4.580 1.017  0.393
H: 0.623 -5.053 2.616  0.447
H: 2.262 -4.666 2.363  0.396
H: 0.792 -3.880 5.470  0.348
O: -1.943 0.711 -6.021  -0.646
H: -1.284 0.112 -6.371  0.312
H: -1.807 0.692 -5.074  0.327
O: -0.561 0.454 -2.391  -0.628
H: -0.004 0.063 -1.718  0.298
H: -0.386 1.393 -2.331  0.332
C: -3.213 7.803 0.164  -1.277
C: -2.075 7.038 0.777  0.491
C: -2.537 5.561 0.917  -1.333
O: -1.019 7.085 -0.135  -0.510
H: -3.940 8.083 0.926  0.360
H: -3.786 7.277 -0.599  0.285
H: -2.880 8.697 -0.363  0.377
H: -1.744 7.599 1.651  0.276
H: -2.649 5.088 -0.058  0.335
H: -3.440 5.443 1.515  0.373
H: -1.817 4.947 1.458  0.328
H: -0.707 7.990 -0.057  0.300
C: 3.278 3.344 -3.026  -1.330
C: 2.298 4.424 -2.577  0.587
C: 1.719 5.138 -3.818  -1.317
O: 1.194 3.842 -1.939  -0.484
H: 3.591 2.789 -2.141  0.318
H: 4.177 3.774 -3.466  0.378
H: 2.843 2.645 -3.740  0.334
H: 2.768 5.176 -1.943  0.190
H: 1.121 6.013 -3.561  0.345
H: 1.103 4.548 -4.496  0.323
H: 2.453 5.572 -4.497  0.385
H: 0.682 4.606 -1.662  0.272
C: -0.883 -5.305 -4.179  -1.335
C: -1.407 -6.680 -3.614  0.426
C: -2.222 -7.524 -4.642  -1.098
O: -0.325 -7.422 -3.276  -0.530
H: -1.731 -4.758 -4.591  0.377
H: -0.253 -5.407 -5.062  0.338
H: -0.426 -4.675 -3.416  0.300
H: -1.957 -6.320 -2.744  0.223
H: -3.049 -6.980 -5.099  0.339
H: -2.516 -8.464 -4.176  0.305
H: -1.579 -7.745 -5.494  0.312
H: -0.718 -8.063 -2.680  0.342



Record 2
ORCA calculation (ωB97M-V/def2-TZVPD) on C28H29BrIN6O3SZr as an isolated structure.

charge	+3
largest force on an atom	0.96	eV/A
ΔE to the lowest compared entry with this formula, charge and spin	43.7	kJ/mol
gap between HOMO and LUMO	6.40	eV

Last column: natural (NBO) charge in e.
Positions of all 70 atoms, in Å:
Zr: 0.926 1.259 -0.511  1.909
C: 4.382 0.028 -0.079  -0.654
C: 3.580 1.245 -0.427  -0.006
C: 3.221 2.203 0.544  -0.235
C: 2.541 3.369 0.191  -0.148
C: 2.158 3.587 -1.139  -0.236
C: 2.519 2.657 -2.118  -0.199
C: 3.214 1.497 -1.761  -0.200
H: 5.370 0.116 -0.536  0.281
H: 3.918 -0.874 -0.479  0.249
H: 4.508 -0.078 0.996  0.250
H: 3.543 2.054 1.567  0.279
H: 2.329 4.117 0.942  0.278
H: 1.663 4.507 -1.418  0.277
H: 2.284 2.838 -3.159  0.288
H: 3.513 0.796 -2.530  0.279
N: -2.575 -4.558 -5.262  -0.698
C: -1.967 -3.640 -4.518  0.289
C: -1.232 -2.588 -5.130  -0.261
C: -0.615 -1.642 -4.372  -0.114
C: -0.703 -1.723 -2.961  -0.492
C: -1.441 -2.756 -2.331  -0.107
C: -2.053 -3.696 -3.097  -0.265
S: 0.000 -0.552 -2.034  2.229
O: 1.127 -0.938 -1.127  -0.943
O: 0.553 0.604 -2.796  -0.932
N: -0.918 0.202 -0.888  -0.949
C: -1.627 1.298 -1.460  0.553
N: -0.893 2.417 -1.341  -0.582
C: -1.386 3.535 -1.893  0.119
C: -2.610 3.511 -2.526  -0.273
C: -3.282 2.295 -2.581  0.151
N: -2.786 1.172 -2.047  -0.407
H: -2.519 -4.540 -6.268  0.423
H: -3.094 -5.313 -4.846  0.422
H: -1.166 -2.545 -6.209  0.248
H: -0.058 -0.843 -4.842  0.251
H: -1.518 -2.800 -1.252  0.244
H: -2.616 -4.494 -2.631  0.247
H: -0.802 4.442 -1.808  0.228
H: -3.025 4.406 -2.967  0.275
H: -4.243 2.210 -3.074  0.245
N: 0.104 2.319 1.228  -0.705
C: -0.488 2.425 2.236  0.737
N: -1.129 2.537 3.328  -0.418
C: -2.587 2.229 3.429  -0.228
C: -2.759 1.172 4.507  -0.089
O: -2.187 1.607 5.718  -0.485
C: -0.793 1.778 5.616  -0.088
C: -0.462 2.878 4.620  -0.229
H: -2.946 1.888 2.459  0.226
H: -3.089 3.156 3.704  0.240
H: -2.302 0.227 4.183  0.176
H: -3.819 1.005 4.689  0.240
H: -0.312 0.839 5.312  0.175
H: -0.426 2.058 6.602  0.242
H: 0.610 2.971 4.454  0.225
H: -0.867 3.837 4.943  0.242
Br: -0.449 -2.439 4.219  0.121
C: 0.560 -3.259 2.855  -0.188
C: 0.612 -4.648 2.825  -0.193
C: 1.345 -5.298 1.847  -0.160
C: 2.037 -4.575 0.886  -0.186
C: 2.000 -3.189 0.901  -0.270
C: 1.258 -2.553 1.884  -0.058
I: 1.243 -0.454 2.013  0.381
H: 0.080 -5.211 3.579  0.257
H: 1.384 -6.379 1.847  0.252
H: 2.618 -5.085 0.131  0.245
H: 2.546 -2.623 0.163  0.226



Record 3
ORCA calculation (ωB97M-V/def2-TZVPD) on C26H70AlF6IO30P7S as an isolated structure.

charge	-1
largest force on an atom	9.17	eV/A
gap between HOMO and LUMO	5.38	eV

Last column: Mulliken charge in e.
Positions of all 142 atoms, in Å:
O: 3.733 -2.730 -2.441  -0.537
S: 3.591 -1.327 -2.731  0.937
O: 4.183 -0.526 -1.695  -0.593
F: 4.393 -0.903 -4.106  -0.304
Al: 1.374 -0.634 -2.962  0.127
I: 0.115 -0.544 -0.672  -0.324
C: 0.336 -1.705 -4.333  -1.115
C: -1.143 -1.118 -4.327  0.194
C: -2.055 -2.162 -3.625  -1.084
C: -3.296 -1.603 -2.892  0.811
F: -4.330 -2.495 -3.120  -0.338
F: -3.067 -1.631 -1.573  -0.268
C: -3.811 -0.235 -3.396  0.678
F: -5.075 -0.090 -2.918  -0.321
F: -3.151 0.794 -2.904  -0.225
F: -3.921 -0.168 -4.708  -0.236
H: 1.445 0.887 -3.449  -0.153
H: 0.288 -2.780 -4.081  0.515
H: 0.796 -1.658 -5.333  0.473
H: -1.098 -0.143 -3.824  0.242
H: -1.418 -1.012 -5.387  -0.258
H: -2.332 -2.944 -4.345  0.292
H: -1.450 -2.662 -2.853  0.483
C: 1.916 1.207 7.054  -0.664
O: 2.477 0.245 6.180  -0.501
P: 2.824 0.532 4.547  0.995
O: 2.645 2.036 4.680  -0.693
O: 1.486 -0.224 4.053  -0.291
C: 0.218 0.280 4.433  -0.576
O: 3.295 0.722 2.930  -0.122
C: 4.598 1.281 2.725  -0.679
H: 2.654 1.471 7.816  0.332
H: 1.562 2.107 6.566  0.329
H: 1.067 0.731 7.554  0.270
H: 0.233 1.362 4.571  0.301
H: -0.110 -0.207 5.354  0.210
H: -0.490 0.037 3.643  0.281
H: 5.331 0.826 3.391  0.301
H: 4.566 2.358 2.890  0.280
H: 4.891 1.086 1.695  0.218
C: 5.797 4.316 8.731  -0.524
O: 5.609 5.422 9.603  -0.443
P: 4.111 5.908 10.168  1.023
O: 3.287 4.723 9.742  -0.551
O: 4.075 7.145 9.137  -0.329
C: 3.964 6.891 7.743  -0.543
O: 2.912 6.682 11.056  -0.298
C: 2.559 6.063 12.302  -0.715
H: 6.344 3.534 9.261  0.270
H: 4.879 3.904 8.324  0.231
H: 6.417 4.666 7.903  0.255
H: 3.415 5.971 7.541  0.274
H: 4.959 6.834 7.299  0.219
H: 3.431 7.726 7.293  0.271
H: 3.446 5.752 12.853  0.340
H: 1.917 5.202 12.118  0.273
H: 2.013 6.792 12.899  0.249
C: -1.583 6.467 -3.969  -0.670
O: -0.612 5.508 -3.593  -0.442
P: 0.436 4.744 -4.676  1.028
O: 0.124 5.663 -5.841  -0.696
O: -0.469 3.407 -4.663  -0.170
C: -1.797 3.460 -5.155  -0.553
O: 1.596 3.884 -5.550  -0.190
C: 2.831 4.568 -5.790  -0.762
H: -1.308 7.436 -3.547  0.261
H: -1.726 6.566 -5.039  0.320
H: -2.529 6.154 -3.518  0.261
H: -1.910 4.212 -5.938  0.366
H: -2.486 3.670 -4.335  0.197
H: -2.039 2.481 -5.567  0.195
H: 3.180 5.077 -4.893  0.323
H: 2.702 5.290 -6.598  0.297
H: 3.574 3.830 -6.085  0.243
C: -2.251 3.144 13.265  -0.653
O: -1.805 2.472 12.100  -0.449
P: -1.755 3.187 10.586  1.262
O: -1.988 4.623 10.976  -0.699
O: -3.081 2.410 10.099  -0.345
C: -4.333 2.738 10.677  -0.630
O: -1.360 3.462 8.982  -0.368
C: -0.077 4.074 8.754  -0.729
H: -1.408 3.271 13.947  0.265
H: -2.714 4.108 13.077  0.331
H: -2.986 2.494 13.747  0.263
H: -4.372 3.781 10.993  0.329
H: -4.528 2.084 11.529  0.216
H: -5.102 2.568 9.926  0.271
H: 0.687 3.615 9.379  0.349
H: -0.135 5.142 8.962  0.328
H: 0.192 3.932 7.709  0.262
C: 6.143 -4.473 -2.695  -0.638
O: 7.114 -5.420 -2.241  -0.386
P: 8.203 -6.184 -3.243  1.082
O: 8.023 -5.378 -4.500  -0.670
O: 7.366 -7.563 -3.215  -0.341
C: 6.101 -7.619 -3.856  -0.617
O: 9.554 -7.054 -3.748  -0.296
C: 10.771 -6.305 -3.835  -0.705
H: 6.389 -3.495 -2.285  0.277
H: 6.050 -4.399 -3.773  0.351
H: 5.179 -4.777 -2.287  0.261
H: 6.047 -6.936 -4.705  0.335
H: 5.314 -7.380 -3.138  0.227
H: 5.950 -8.637 -4.211  0.264
H: 10.901 -5.661 -2.965  0.321
H: 10.770 -5.702 -4.743  0.282
H: 11.601 -7.009 -3.875  0.241
C: -0.982 -1.474 -9.362  -0.740
O: -1.936 -1.075 -8.391  -0.311
P: -3.517 -0.644 -8.752  1.264
O: -3.534 -1.125 -10.184  -0.734
O: -3.192 0.927 -8.594  -0.306
C: -2.312 1.555 -9.512  -0.712
O: -5.161 -0.281 -8.708  -0.310
C: -6.045 -1.409 -8.680  -0.716
H: -0.734 -2.525 -9.206  0.257
H: -1.298 -1.325 -10.389  0.332
H: -0.082 -0.880 -9.184  0.273
H: -2.345 1.081 -10.494  0.362
H: -1.293 1.530 -9.121  0.224
H: -2.620 2.595 -9.611  0.269
H: -5.695 -2.167 -7.980  0.317
H: -6.127 -1.838 -9.679  0.284
H: -7.026 -1.063 -8.359  0.250
C: -5.827 -5.260 -2.417  -0.681
O: -6.777 -6.151 -1.843  -0.419
P: -7.777 -7.139 -2.742  1.066
O: -7.143 -6.989 -4.099  -0.675
O: -9.054 -6.187 -2.499  -0.341
C: -9.086 -4.901 -3.099  -0.602
O: -8.827 -8.391 -3.142  -0.288
C: -8.212 -9.668 -3.360  -0.699
H: -4.825 -5.603 -2.161  0.377
H: -5.905 -5.143 -3.493  0.347
H: -5.981 -4.284 -1.953  0.256
H: -8.531 -4.878 -4.038  0.330
H: -8.678 -4.161 -2.409  0.221
H: -10.127 -4.651 -3.299  0.271
H: -7.466 -9.882 -2.595  0.321
H: -7.747 -9.690 -4.346  0.283
H: -8.988 -10.430 -3.314  0.242